Molecular formula: C4H5NO2
Method: DFT, ωB97M-V/def2-TZVPD

Atoms and positions in Å:
O -0.175159 2.874105 -0.687282
O 0.159551 -2.098944 1.980632
N 0.418425 -0.537529 0.313611
C -0.291314 0.520032 -0.454560
C 0.232041 -0.602754 -1.273607
C 0.421111 1.836524 -0.547400
C -0.346436 -1.370299 1.177107
H -1.334047 0.636839 -0.145346
H -1.429521 -1.274152 0.995842
H 1.530512 1.787683 -0.533613
H -0.577461 -1.336482 -1.410312
H 1.392296 -0.435023 0.584929

Cartesian forces (eV/Å) of the 2 atoms listed first:
O 0.30 -0.44 0.07
O -0.18 0.44 -0.37

Results
HOMO level in hartree: -0.323
Energy above the lowest of the compared OMol25 structures with the same formula, charge and spin in kJ/mol: 410.77
Total energy in eV: -9810.057
E_LUMO in eV: 0.35
Kohn-Sham gap in eV: 9.141
Total charge: 0

---

Molecular formula: C51H49N2O4P2RbS
Method: DFT, ωB97M-V/def2-TZVPD

Atoms and positions in Å:
Rb 1.575943 0.513258 -0.039328
S -0.528778 3.220225 -1.719792
P 1.276234 3.078052 2.720240
P 1.822796 -0.457840 3.830728
O 0.907170 -2.640079 -0.712929
O 0.997646 -0.463489 -2.412342
O -4.334114 0.328904 -2.071446
O -0.913960 -1.053150 -3.390263
N -2.410064 1.413966 -2.230961
N -0.729760 1.608977 -3.845371
C -1.211314 -3.224325 -1.635609
C 0.827671 -3.557822 -3.076553
C -2.270596 -2.371344 -1.309107
C 0.728332 1.752440 -5.824950
C 2.148544 -3.150270 6.833710
C -3.656401 0.792956 -4.298317
C 2.188483 -3.889218 -3.087024
C -3.440272 -2.925010 -0.763392
C -3.600928 -0.429602 -6.340718
C 3.441430 -3.616708 6.713381
C -0.773785 4.579909 1.563739
C 0.051416 -1.254864 -2.643296
C -3.619240 -4.306071 -0.709309
C 0.551761 2.112817 4.214798
C -1.185581 6.196026 3.803853
C 0.106813 -2.274714 2.603954
C -2.633914 -5.163699 -1.130479
C 5.141599 5.186787 4.182426
C -4.415727 1.850022 -6.389563
C 3.803028 -2.061083 4.961195
C 2.792004 5.321411 3.550402
C -1.898382 6.419370 2.671820
C -1.250778 2.044115 -2.666770
C -3.529975 0.816765 -2.823111
C -2.192068 -2.793547 3.162009
C -0.019252 4.352694 2.736978
C 2.732218 3.926380 3.339519
C 0.166807 -2.679584 -2.018648
C -0.027017 -3.974241 -4.061499
C 1.338919 1.001178 4.860133
C 0.125931 -1.281483 3.644802
C 1.020804 0.264386 -5.947942
C -4.132248 1.903282 -5.001652
C 0.492768 2.181475 -4.404796
C -4.186622 0.640851 -7.037336
C -1.066316 -2.979643 2.386493
C -1.423434 -4.616240 -1.489070
C 3.879631 3.196822 3.569579
C -2.204579 -1.824070 4.148854
C 4.035303 5.931571 3.968245
C 4.303593 -3.010716 5.838909
C 1.687451 -2.139269 6.047687
C -0.286082 5.134048 3.841578
C -3.395263 -0.374805 -4.996100
C 0.446196 -4.833533 -5.050102
C 5.024738 3.812111 4.012849
C 2.481863 -1.583608 5.060800
C -1.748423 5.565821 1.575746
C 1.757372 -5.286907 -5.060502
C 2.656574 -4.751913 -4.100143
C -1.026946 -1.117296 4.401339
H 1.533302 -3.468549 7.642497
H 0.045071 -0.289801 -5.863788
H 1.479102 0.103510 -6.948724
H -2.237211 -1.254516 -1.435238
H -4.273682 2.913472 -4.534582
H -2.331173 5.760823 0.642159
H -4.501343 0.466444 -8.091796
H -3.121700 -1.243813 -4.487325
H -0.173362 1.889881 -6.486066
H -3.134104 -3.270792 2.938434
H 3.715511 -5.015429 -4.000047
H 1.115391 -2.438470 2.101886
H 0.848232 0.692380 5.763057
H -2.587920 7.243439 2.616917
H 5.308380 -3.380016 5.616956
H -1.033680 -3.605196 -4.059240
H -0.600069 -5.319618 -1.706126
H -4.243546 -2.309985 -0.385956
H 1.662256 -0.071984 -5.190331
H -0.593090 4.090759 0.639416
H 1.580102 2.317268 -6.179799
H 0.550082 3.235764 -4.219147
H 0.263112 4.908932 4.721055
H 2.870409 -3.563884 -2.278215
H -2.778971 -6.259937 -1.097804
H 4.453325 -1.656435 4.210837
H 3.807320 -4.352071 7.438872
H -0.238883 -5.240585 -5.787679
H 4.071799 7.015523 4.092521
H 6.117946 5.633326 4.448004
H -3.099993 -1.717634 4.740234
H -4.930976 2.718292 -6.846634
H 2.133885 -6.033985 -5.805734
H 1.956049 5.980447 3.395744
H 3.912815 2.107970 3.384896
H -1.127558 -3.690982 1.611087
H -0.902506 0.619710 -4.052805
H -2.538418 1.545272 -1.217996
H -1.342315 6.791201 4.733361
H 0.761695 -3.560199 -0.379286
H -3.389573 -1.375946 -6.817239
H 2.348223 1.323930 5.150325
H 0.358007 2.838280 4.956958
H -0.375958 1.700807 3.752166
H -4.577016 -4.683359 -0.387358
H -1.114316 -0.385407 5.265074
H 1.344430 1.734324 -3.848906
H 5.956439 3.254241 4.095533
H 0.655259 -1.757878 6.192485

Cartesian forces (eV/Å) of the 2 atoms listed first:
Rb -0.10 0.02 0.11
S -0.06 -0.01 0.16

Results
HOMO level in hartree: -0.301
Energy above the lowest of the compared OMol25 structures with the same formula, charge and spin in kJ/mol: 0.00
Total energy in eV: -94921.769
E_LUMO in eV: 0.01
Kohn-Sham gap in eV: 8.197
Total charge: 0

---

Molecular formula: C2H8N4O
Method: DFT, ωB97M-V/def2-TZVPD

Atoms and positions in Å:
O 3.425857 0.432723 -0.502267
N 1.401877 -0.151903 0.251650
N -0.789175 -0.928958 -0.219009
N -2.498010 0.730128 0.179291
N -1.295508 0.240470 -0.628954
C 2.532827 0.403114 0.401725
C 0.578283 -1.081804 0.139830
H -1.652118 0.177597 -1.654392
H -3.209702 -0.044313 0.200724
H 4.227704 0.878375 -0.252531
H 0.813254 -2.261626 0.350143
H -1.324202 -1.871050 -0.463010
H -2.295307 0.943209 1.135496
H -2.554033 1.620773 -0.397472
H 2.638246 0.913259 1.458770

Cartesian forces (eV/Å) of the 2 atoms listed first:
O -0.81 -0.63 -0.78
N -0.71 -0.26 -0.73

Results
HOMO level in hartree: -0.716
Energy above the lowest of the compared OMol25 structures with the same formula, charge and spin in kJ/mol: 199.16
Total energy in eV: -10190.728
E_LUMO in eV: -7.82
Kohn-Sham gap in eV: 11.654
SMILES string: [NH3+]N/[NH+]=C\N=C/O
Total charge: +2

---

Molecular formula: C4H5NO
Method: DFT, ωB97M-V/def2-TZVPD

Atoms and positions in Å:
O -0.030397 -1.331516 -0.064747
N -1.066707 3.029192 1.235083
C 0.314368 0.821982 0.919448
C -0.454216 2.055946 1.118317
C 0.165783 -1.926922 -1.220257
C -0.330703 -0.045184 -0.102890
H 1.339993 1.111406 0.631343
H 0.485292 -1.308385 -2.047723
H 0.400308 0.276766 1.866077
H -0.741751 0.328239 -1.034768
H -0.114560 -2.964237 -1.289551

Cartesian forces (eV/Å) of the 2 atoms listed first:
O 0.07 -0.27 1.04
N 0.60 -0.93 -0.09

Results
HOMO level (spin up / spin down) in hartree: -0.299 / -0.299
Energy above the lowest of the compared OMol25 structures with the same formula, charge and spin in kJ/mol: 394.04
Total energy in eV: -7762.443
E_LUMO (spin up / spin down) in eV: 0.33 / 0.29
Kohn-Sham gap (spin up / spin down) in eV: 8.457 / 8.422
Total charge: 0